# 1
# C4H6N2OS

One molecule with the formula C4H6N2OS (ωB97M-V with the def2-TZVPD basis set, the OMol25 dataset).

Results
Kohn-Sham gap in eV: 8.33
SMILES: O[C@@]1(C=S)C=NNC1
Relative energy (zero: lowest compared OMol25 entry of this formula, charge and spin) in kcal per mole: 89.5
Total charge: 0
Energy in eV: -20105.45925

Structure (XYZ):
```
14
Properties=species:S:1:pos:R:3:lowdin_charge:R:1
C -0.482 0.099 0.200 -0.663
C 0.419 -0.922 -0.499 -0.114
C 0.455 1.310 0.217 -0.064
C -1.720 0.356 -0.571 -0.539
H 0.194 -0.539 1.750 0.078
H 0.373 -0.715 -1.558 0.118
H 0.118 -1.974 -0.173 0.163
H 2.553 -0.950 -0.268 0.160
H 0.199 2.370 0.492 0.141
H -1.558 0.925 -1.559 0.105
N 1.675 -0.492 0.092 -0.086
N 1.654 0.842 0.213 0.018
O -0.697 -0.343 1.506 -0.026
S -3.183 0.034 0.157 0.710
```

=====

# 2
# C4H6N2OS

One molecule with the formula C4H6N2OS (ωB97M-V with the def2-TZVPD basis set, the OMol25 dataset).

Results
Kohn-Sham gap in eV: 8.93
SMILES: [H]/N=C1\SCON1C=C
Relative energy (zero: lowest compared OMol25 entry of this formula, charge and spin) in kcal per mole: 90.6
Total charge: 0
Energy in eV: -20105.41273

Structure (XYZ):
```
14
Properties=species:S:1:pos:R:3:lowdin_charge:R:1
C 2.405 -0.287 -0.189 0.017
C 1.382 0.530 -0.013 -0.143
C -1.505 -1.470 0.209 -0.412
C -1.024 0.941 -0.006 -0.719
H 2.352 -1.366 -0.380 0.062
H 3.408 0.128 -0.199 0.050
H 1.456 1.603 0.155 0.112
H -1.890 -2.369 -0.317 0.108
H -1.448 -1.526 1.301 0.094
H -1.699 2.731 -0.157 0.042
N 0.072 0.066 0.129 -0.164
N -0.848 2.199 -0.029 0.091
O -0.196 -1.189 -0.278 -0.128
S -2.464 0.008 -0.227 0.991
```

=====

# 3
# C4H6N2OS

One molecule with the formula C4H6N2OS (ωB97M-V with the def2-TZVPD basis set, the OMol25 dataset).

Results
Kohn-Sham gap in eV: 9.95
SMILES: [H]/N=C1/[C@H]2O[C@H]2CN1S
Relative energy (zero: lowest compared OMol25 entry of this formula, charge and spin) in kcal per mole: 71.0
Total charge: 0
Energy in eV: -20106.26472

Structure (XYZ):
```
14
Properties=species:S:1:pos:R:3:lowdin_charge:R:1
C 0.313 -1.394 -0.294 -0.145
C 1.723 -0.881 -0.288 -0.196
C 1.618 0.564 -0.262 -0.185
C 0.159 0.949 -0.139 -0.443
H -2.276 -0.386 1.409 -0.130
H 0.224 -2.036 0.585 0.126
H 0.071 -1.905 -1.183 0.107
H 2.491 -1.418 -0.834 0.151
H 2.230 1.241 -0.849 0.152
H -1.245 2.213 -0.131 0.025
N -0.564 -0.221 -0.098 -0.462
N -0.220 2.155 -0.105 0.140
O 2.135 -0.113 0.893 0.032
S -2.248 -0.360 0.073 0.829
```

=====

# 4
# C4H6N2OS

One molecule with the formula C4H6N2OS (ωB97M-V with the def2-TZVPD basis set, the OMol25 dataset).

Results
Kohn-Sham gap in eV: 8.94
SMILES: C=CNC(=S)NC=O
Relative energy (zero: lowest compared OMol25 entry of this formula, charge and spin) in kcal per mole: 31.7
Total charge: 0
Energy in eV: -20107.96697

Structure (XYZ):
```
14
Properties=species:S:1:pos:R:3:lowdin_charge:R:1
C 1.461 1.556 1.793 0.024
C 0.631 1.042 0.882 -0.197
C -0.652 -0.937 0.075 -0.861
C -1.053 -0.998 -2.361 -0.317
H 1.720 1.001 2.676 0.055
H 1.858 2.548 1.683 0.051
H 0.360 1.597 -0.035 0.120
H -0.076 -0.572 1.964 0.126
H 0.373 0.087 -1.400 0.135
H -1.885 -1.743 -2.135 0.118
N -0.008 -0.196 1.028 -0.004
N -0.415 -0.516 -1.207 0.050
O -0.714 -0.641 -3.453 0.062
S -1.599 -2.229 0.491 0.639
```

=====

# 5
# C4H6N2OS

C4H6N2OS as an isolated structure (ωB97M-V with the def2-TZVPD basis set, the OMol25 dataset).

Results
Kohn-Sham gap in eV: 8.66
Relative energy (zero: lowest compared OMol25 entry of this formula, charge and spin) in kcal per mole: 89.9
Total charge: 0
Energy in eV: -20105.44243

Structure (XYZ):
```
14
Properties=species:S:1:pos:R:3:lowdin_charge:R:1
C 0.850 -0.664 -0.839 -0.239
C -0.404 0.881 -1.294 -0.862
C 0.711 0.207 -2.038 -0.053
C -0.233 -0.497 2.022 -0.079
N -0.461 0.108 -0.186 -0.080
N -1.172 -0.011 0.970 -0.030
O 1.638 -1.352 -0.240 0.126
S -1.410 2.134 -1.581 0.614
H 1.612 0.772 -2.098 0.125
H 0.546 -0.417 -2.870 0.118
H -0.314 -1.578 2.052 0.068
H 0.869 -0.242 1.827 0.100
H -0.540 -0.151 3.030 0.084
H -1.691 0.810 1.246 0.108
```

=====

# 6
# C4H6N2OS

One molecule with the formula C4H6N2OS (ωB97M-V with the def2-TZVPD basis set, the OMol25 dataset).

Results
Kohn-Sham gap in eV: 8.13
SMILES: NC(N)=C(C=O)C=S
Relative energy (zero: lowest compared OMol25 entry of this formula, charge and spin) in kcal per mole: 63.2
Total charge: 0
Energy in eV: -20106.59916

Structure (XYZ):
```
14
Properties=species:S:1:pos:R:3:lowdin_charge:R:1
C -0.157 -0.756 0.287 -0.407
C 0.103 0.616 -0.066 -0.240
C -0.240 1.049 -1.438 -0.301
C 0.639 1.691 0.753 -0.541
H 0.025 -2.389 1.619 0.173
H -0.182 -0.558 2.229 0.058
H -0.789 -2.419 -0.795 0.148
H -0.119 -1.089 -1.736 0.054
H -0.531 0.283 -2.266 0.124
H 0.756 2.747 0.324 0.086
N -0.034 -1.315 1.474 0.139
N -0.234 -1.515 -0.838 0.114
O -0.077 2.092 -1.986 0.039
S 0.839 1.564 2.439 0.556
```

=====

# 7
# C4H6N2S

One molecule with the formula C4H6N2S (ωB97M-V with the def2-TZVPD basis set, the OMol25 dataset).

Results
Kohn-Sham gap in eV: 9.19
SMILES: N#C/C=C(/N)CS
Relative energy (zero: lowest compared OMol25 entry of this formula, charge and spin) in kcal per mole: 20.9
Total charge: 0
Energy in eV: -18060.06830

Structure (XYZ):
```
13
Properties=species:S:1:pos:R:3:lowdin_charge:R:1
C 0.250 -0.114 -0.345 -0.402
C 0.364 0.429 1.095 -0.502
C -0.639 -1.104 -0.697 -0.096
C -1.410 -1.836 0.246 -0.283
H 0.871 0.127 -2.245 0.101
H 1.590 1.264 -1.076 0.077
H -0.427 0.011 1.697 0.065
H 1.292 -0.058 1.470 0.101
H -0.705 2.411 0.702 -0.132
H -0.720 -1.422 -1.749 0.106
N 1.026 0.447 -1.308 0.095
N -2.014 -2.371 1.070 0.123
S 0.523 2.217 1.138 0.746
```

=====

# 8
# C4H6N2S

One molecule with the formula C4H6N2S (ωB97M-V with the def2-TZVPD basis set, the OMol25 dataset).

Results
Kohn-Sham gap in eV: 9.53
SMILES: N#C[C@@H]1NCCS1
Relative energy (zero: lowest compared OMol25 entry of this formula, charge and spin) in kcal per mole: 43.7
Total charge: 0
Energy in eV: -18059.07785

Structure (XYZ):
```
13
Properties=species:S:1:pos:R:3:lowdin_charge:R:1
C 2.402 0.932 -0.100 -0.243
C -0.231 0.477 0.346 -0.271
C 0.258 -0.839 0.971 -0.511
C 1.534 0.046 -0.974 -0.603
N 2.863 1.621 0.644 0.175
N 0.228 0.545 -1.047 -0.084
S 1.446 -1.545 -0.087 0.882
H -1.352 0.486 0.336 0.130
H 0.201 1.369 0.798 0.101
H 0.860 -0.835 1.937 0.089
H -0.666 -1.420 1.125 0.077
H 1.935 -0.100 -2.003 0.126
H -0.554 0.025 -1.470 0.133
```

=====

# 9
# C4H6N2S

C4H6N2S as an isolated structure (ωB97M-V with the def2-TZVPD basis set, the OMol25 dataset).

Results
Kohn-Sham gap in eV: 7.88
Relative energy (zero: lowest compared OMol25 entry of this formula, charge and spin) in kcal per mole: 84.7
Total charge: 0
Energy in eV: -18057.30156

Structure (XYZ):
```
13
Properties=species:S:1:pos:R:3:lowdin_charge:R:1
C 0.957 0.307 1.425 -0.079
C 0.648 1.117 -0.980 -0.172
C -0.927 -0.157 -1.718 -0.166
C -0.530 -0.675 -0.484 -0.674
H 1.733 1.064 1.772 0.089
H 1.552 -0.576 1.846 0.083
H -0.081 0.454 2.045 0.116
H 1.616 1.757 -0.812 0.153
H -1.396 -0.655 -2.410 0.044
H -2.752 -2.031 0.618 0.054
N 0.456 0.191 -0.026 -0.186
N -0.249 0.981 -2.044 0.060
S -1.027 -1.778 0.769 0.679
```

=====

# 10
# C4H6N2S

One molecule with the formula C4H6N2S (ωB97M-V with the def2-TZVPD basis set, the OMol25 dataset).

Results
Kohn-Sham gap in eV: 9.34
SMILES: [H]/N=C(\C#CC)NS
Relative energy (zero: lowest compared OMol25 entry of this formula, charge and spin) in kcal per mole: 85.3
Total charge: 0
Energy in eV: -18057.27612

Structure (XYZ):
```
13
Properties=species:S:1:pos:R:3:lowdin_charge:R:1
C -2.924 -0.432 0.089 -0.121
C -1.544 -0.062 -0.241 -0.107
C -0.358 0.139 -0.480 0.069
C 1.124 0.469 -0.258 -0.563
H -3.151 0.291 1.030 0.133
H -3.191 -1.484 0.248 0.071
H -3.635 -0.145 -0.747 0.088
H 1.166 2.384 -0.071 0.051
H 1.544 -1.596 -0.430 0.156
H 3.624 -0.082 1.290 -0.077
N 1.747 1.557 -0.080 0.076
N 1.972 -0.575 -0.249 -0.490
S 3.625 -0.465 -0.101 0.715
```

=====

# 11
# C4H6N2S

One molecule with the formula C4H6N2S (ωB97M-V with the def2-TZVPD basis set, the OMol25 dataset).

Results
Kohn-Sham gap in eV: 9.98
SMILES: N#CC1(S)CNC1
Relative energy (zero: lowest compared OMol25 entry of this formula, charge and spin) in kcal per mole: 48.5
Total charge: 0
Energy in eV: -18058.86836

Structure (XYZ):
```
13
Properties=species:S:1:pos:R:3:lowdin_charge:R:1
C 0.019 0.010 0.082 -0.741
C -1.031 0.908 -0.572 -0.231
C 1.079 0.807 -0.783 -0.156
C 0.124 0.168 1.546 -0.236
H -1.322 -1.898 0.217 -0.108
H -1.888 0.417 -1.007 0.103
H -1.417 1.738 0.107 0.138
H -0.199 1.324 -2.469 0.124
H 1.755 1.478 -0.230 0.120
H 1.746 0.194 -1.340 0.090
N -0.049 1.493 -1.457 -0.045
N 0.296 0.455 2.672 0.152
S -0.097 -1.765 -0.339 0.790
```

=====

# 12
# C4H6N2S

One molecule with the formula C4H6N2S (ωB97M-V with the def2-TZVPD basis set, the OMol25 dataset).

Results
Kohn-Sham gap in eV: 8.74
SMILES: Nc1c[nH]cc1S
Relative energy (zero: lowest compared OMol25 entry of this formula, charge and spin) in kcal per mole: 23.3
Total charge: 0
Energy in eV: -18059.96279

Structure (XYZ):
```
13
Properties=species:S:1:pos:R:3:lowdin_charge:R:1
C 0.122 0.673 -0.025 -0.387
C 1.401 0.101 -0.035 -0.079
C -0.078 -1.631 -0.048 -0.125
C -0.778 -0.421 -0.072 -0.564
H -0.958 2.387 -0.706 0.139
H 0.700 2.677 -0.096 0.112
H 2.380 0.536 0.034 0.106
H 1.969 -1.911 -0.036 0.120
H -0.365 -2.694 -0.098 0.123
H -2.856 -0.171 1.188 -0.167
N -0.177 2.053 0.042 0.020
N 1.246 -1.260 -0.043 -0.010
S -2.607 -0.340 -0.104 0.711
```

=====

# 13
# C4H6N2S

One molecule with the formula C4H6N2S (ωB97M-V with the def2-TZVPD basis set, the OMol25 dataset).

Results
Kohn-Sham gap in eV: 9.15
SMILES: SCc1ncc[nH]1
Relative energy (zero: lowest compared OMol25 entry of this formula, charge and spin) in kcal per mole: 36.3
Total charge: 0
Energy in eV: -18059.40093

Structure (XYZ):
```
13
Properties=species:S:1:pos:R:3:lowdin_charge:R:1
C -1.713 0.938 -0.251 -0.225
C -1.815 -0.368 -0.455 -0.158
C 0.237 -0.015 0.131 -0.358
C 1.567 -0.264 0.714 -0.475
N -0.493 1.277 0.120 0.109
N -0.654 -0.931 -0.159 0.069
S 2.935 0.288 -0.427 0.682
H -2.551 1.567 -0.521 0.106
H -2.658 -0.997 -0.630 0.109
H 1.705 0.233 1.721 0.104
H 1.698 -1.316 0.678 0.042
H -0.526 -1.829 -0.554 0.159
H 2.268 1.418 -0.367 -0.163
```

=====

# 14
# C4H6N3

An isolated ion of composition C4H6N3 and charge +1 (ωB97M-V with the def2-TZVPD basis set, the OMol25 dataset).

Results
Kohn-Sham gap in eV: 9.30
SMILES: [H]/N=C1\CC=NC=[NH+]1
Relative energy (zero: lowest compared OMol25 entry of this formula, charge and spin) in kcal per mole: 39.9
Total charge: +1
Energy in eV: -8706.77295

Structure (XYZ):
```
13
Properties=species:S:1:pos:R:3:lowdin_charge:R:1
C 1.043 0.958 -0.444 0.031
C -0.956 -0.033 0.018 -0.340
C -0.094 1.104 0.474 -0.038
C 1.078 -1.279 0.060 -0.069
N 1.677 -0.181 -0.350 0.144
N -1.999 -0.126 -0.585 0.273
N -0.228 -1.298 0.343 0.180
H 1.274 1.580 -1.288 0.151
H 0.262 0.840 1.459 0.155
H -0.626 1.983 0.431 0.113
H 1.730 -2.104 0.396 0.172
H -2.494 0.708 -0.787 0.097
H -0.665 -2.152 0.274 0.131
```

=====

# 15
# C4H6N3

A 2-piece molecular cluster, C4H6N3 overall (ωB97M-V with the def2-TZVPD basis set, the OMol25 dataset).

Results
Kohn-Sham gap in eV: 11.45
Relative energy (zero: lowest compared OMol25 entry of this formula, charge and spin) in kcal per mole: 0.0
Total charge: +1
Energy in eV: -8708.50405

Structure (XYZ):
```
13
Properties=species:S:1:pos:R:3:lowdin_charge:R:1
N 2.521 -0.203 3.976 0.022
C 3.521 -0.456 4.524 -0.077
H 4.443 -0.689 5.028 0.056
C -4.223 1.083 1.062 -0.021
C -3.333 0.612 1.990 -0.019
C -2.172 1.568 0.351 -0.039
N -3.475 1.665 0.069 0.101
N -2.082 0.927 1.520 0.107
H -5.312 1.049 1.034 0.145
H -3.491 0.086 2.931 0.146
H -1.345 1.939 -0.255 0.171
H -3.852 2.117 -0.784 0.203
H -1.187 0.707 1.993 0.204
```

=====

# 16
# C4H6N3

A 2-piece molecular cluster, C4H6N3 overall (ωB97M-V with the def2-TZVPD basis set, the OMol25 dataset).

Results
Kohn-Sham gap (spin up / spin down) in eV: 6.21 / 6.62
Spin multiplicity: 3
Relative energy (zero: lowest compared OMol25 entry of this formula, charge and spin) in kcal per mole: 54.2
Total charge: +1
Energy in eV: -8701.31247

Structure (XYZ):
```
13
Properties=species:S:1:pos:R:3:lowdin_spin:R:1
C -2.630 0.050 -0.157 0.318
C -1.851 1.197 0.190 0.131
C -0.753 -1.199 0.098 0.059
C 2.031 -0.043 -0.095 0.082
N -2.025 -1.059 -0.114 0.511
N 0.003 -0.092 0.031 0.270
N -0.505 1.071 0.132 0.567
H -3.650 -0.057 -0.361 0.038
H -2.271 2.117 0.467 0.009
H -0.104 -2.063 0.299 0.007
H 2.050 1.019 0.163 0.000
H 2.108 -0.872 0.617 0.005
H 1.997 -0.417 -1.179 0.003
```

=====

# 17
# C4H6N3O

A 2-piece molecular cluster, C4H6N3O overall (ωB97M-V with the def2-TZVPD basis set, the OMol25 dataset).

Results
Kohn-Sham gap in eV: 9.50
Relative energy (zero: lowest compared OMol25 entry of this formula, charge and spin) in kcal per mole: 7.9
Total charge: +1
Energy in eV: -10754.91979

Structure (XYZ):
```
14
Properties=species:S:1:pos:R:3:lowdin_charge:R:1
C 1.648 -1.358 -0.007 -0.085
C 0.344 -1.588 -0.285 -0.047
C -3.315 -0.612 -0.303 0.043
C 0.656 0.508 0.146 -0.396
N 1.805 -0.046 0.399 0.119
N -0.275 -0.339 -0.254 0.096
N 0.563 2.021 0.299 0.265
O -4.236 -0.934 0.259 0.105
H 2.489 -1.935 0.034 0.089
H -0.144 -2.522 -0.606 0.139
H -1.244 -0.216 -0.634 0.078
H 0.231 2.312 1.189 0.140
H -0.186 2.391 -0.332 0.184
H 1.664 2.316 0.095 0.271
```

=====

# 18
# C4H6N3O

An isolated ion of composition C4H6N3O and charge +1 (ωB97M-V with the def2-TZVPD basis set, the OMol25 dataset).

Results
Kohn-Sham gap (spin up / spin down) in eV: 7.76 / 7.76
SMILES: C=C/N=C\[NH+]=N\C=O
Relative energy (zero: lowest compared OMol25 entry of this formula, charge and spin) in kcal per mole: 90.0
Total charge: +1
Energy in eV: -10751.35956

Structure (XYZ):
```
14
Properties=species:S:1:pos:R:3:lowdin_charge:R:1
C 1.017 1.282 -0.443 -0.064
C 1.519 -0.976 -0.101 -0.081
C -1.966 -0.388 -0.175 -0.269
C 0.137 1.402 0.640 0.157
N 1.781 0.235 -0.427 0.143
N -0.684 -0.458 0.471 0.035
N 0.244 -1.334 0.268 0.022
O -2.551 0.629 -0.268 0.125
H 0.964 2.009 -1.300 0.173
H 2.201 -1.775 0.054 0.146
H -2.329 -1.461 -0.412 0.168
H 0.417 1.142 1.645 0.128
H -0.732 1.922 0.373 0.080
H -0.019 -2.229 -0.326 0.237
```